Density functional theory data (wB97M-V/def2-TZVPD) for a cluster of 3 separate species, CH3ClNO in total in a non-equilibrium geometry.

XYZ file:
```
7
Properties=species:S:1:pos:R:3:nbo_charge:R:1
C 0.23322 0.66901 -0.22852 0.145
N -0.86704 -0.06921 0.06596 -0.402
O -0.48100 0.26474 -1.32923 -0.439
Cl 0.38386 -2.34102 1.18888 -0.893
H 1.29280 0.24390 -0.02506 0.199
H 0.02000 2.20321 -0.04625 0.007
H -0.58184 -0.97063 0.37421 0.383
```

Output
Spin multiplicity = 1
Total charge = -1
Energy above the lowest of the compared OMol25 structures with the same formula, charge and spin = 511.63 kJ/mol
LUMO energy = 4.325 eV

Density functional theory data (wB97M-V/def2-TZVPD) for a cluster of 2 separate species, CH5IN2O in total.

XYZ file:
```
10
Properties=species:S:1:pos:R:3:nbo_charge:R:1
C -1.33147 -0.21408 -0.55041 -0.457
N -0.15966 -1.00797 -0.28416 -0.130
N 1.80922 0.85824 0.43625 -0.700
O 0.54711 -0.78446 0.74033 -0.307
I 1.11553 2.22100 1.70348 0.289
H -1.08115 0.68429 -1.12056 0.206
H -2.04432 -0.81629 -1.11128 0.207
H -1.75701 0.08259 0.40695 0.224
H 0.31892 -1.39373 -1.10129 0.339
H 2.58283 0.37042 0.88069 0.329
```

Output
Spin multiplicity = 1
Energy above the lowest of the compared OMol25 structures with the same formula, charge and spin = 173.05 kJ/mol
LUMO energy (spin up / spin down) = -0.084 / 0.286 eV

Density functional theory data (wB97M-V/def2-TZVPD) for an isolated molecule of C4H12N2 in a non-equilibrium geometry.

XYZ file:
```
18
Properties=species:S:1:pos:R:3:nbo_charge:R:1
C -0.51976 0.35560 -1.72389 -0.225
N 0.52960 1.40226 -1.54332 -0.818
C -1.14217 0.07311 -0.31376 -0.404
C -0.43414 -1.02957 0.45800 -0.420
C 0.95252 -0.66578 0.91350 -0.225
N 0.93085 -0.17893 2.30847 -0.907
H -1.35310 0.72748 -2.33070 0.164
H -0.14830 -0.56670 -2.19840 0.188
H 0.71331 1.71844 -2.49955 0.347
H -0.04653 2.17786 -1.21601 0.340
H -0.97779 1.00222 0.24499 0.201
H -2.24387 -0.07244 -0.45432 0.207
H -1.02467 -1.30535 1.34669 0.213
H -0.35506 -2.03583 0.01824 0.198
H 1.40641 0.10145 0.30429 0.229
H 1.58933 -1.55625 0.87265 0.174
H 0.85220 -0.81933 3.08046 0.359
H 1.27118 0.67175 2.73266 0.378
```

Output
Spin multiplicity = 1
Energy above the lowest of the compared OMol25 structures with the same formula, charge and spin = 108.55 kJ/mol
LUMO energy = 1.190 eV
SMILES = NCCCCN

Density functional theory data (wB97M-V/def2-TZVPD) for an isolated molecule of C4H10N2O in a non-equilibrium geometry.

XYZ file:
```
17
Properties=species:S:1:pos:R:3:nbo_charge:R:1
C -0.89878 -2.44488 -0.55457 -0.611
C 0.14463 -1.50411 0.05910 -0.211
N -0.11932 -0.11543 -0.31681 -0.621
C 0.92623 0.79257 0.09962 -0.312
C 0.47672 2.24536 -0.04534 0.677
N -0.24078 2.68384 1.04466 -0.827
O 0.69614 2.93322 -1.01250 -0.599
H -1.89291 -2.12769 -0.23479 0.212
H -0.77991 -3.48938 -0.29607 0.218
H -0.84640 -2.30023 -1.63673 0.197
H 1.14623 -1.81805 -0.26037 0.163
H 0.04114 -1.55432 1.14587 0.181
H -0.27405 -0.11562 -1.32146 0.360
H 1.89331 0.67478 -0.40478 0.193
H 1.04001 0.61063 1.16501 0.191
H -0.60821 1.95770 1.60590 0.389
H -0.70405 3.57163 0.96326 0.400
```

Output
Spin multiplicity = 1
Energy above the lowest of the compared OMol25 structures with the same formula, charge and spin = 84.21 kJ/mol
LUMO energy = 0.970 eV
SMILES = CCNCC(N)=O

Density functional theory data (wB97M-V/def2-TZVPD) for a cluster of 2 separate species, C57H74N3 in total in a non-equilibrium geometry.

XYZ file:
```
134
Properties=species:S:1:pos:R:3:lowdin_charge:R:1
C 5.91751 -0.68779 0.44616 -0.065
C 5.68962 -1.06184 1.91883 -0.384
C 6.24291 -2.46574 2.18266 -0.076
C 4.22048 -0.89835 2.29340 -0.177
C 3.32206 -1.96426 2.19354 0.034
C 1.95456 -1.78066 2.38081 -0.096
C 0.95677 -2.90574 2.12989 -0.367
C 1.55352 -4.29629 2.31640 -0.054
C 0.15742 -2.72703 0.84215 -0.032
C 1.47910 -0.52023 2.84007 -0.060
C 0.09701 -0.38508 3.27987 -0.121
N -0.38269 -1.06861 4.39862 0.048
C 0.20480 -2.19464 5.10771 -0.083
C -0.38965 -3.47302 5.03680 -0.135
C -1.79649 -3.64364 4.46691 -0.379
C -2.79482 -3.35549 5.58119 -0.044
C -2.02966 -4.93624 3.69596 -0.047
C 0.32218 -4.56844 5.54711 -0.025
C 1.52440 -4.37549 6.22641 -0.050
C 2.04452 -3.08811 6.38171 -0.009
C 1.39005 -1.98850 5.82154 -0.105
C 1.83818 -0.55144 6.09453 -0.368
C 3.33986 -0.39722 6.30518 -0.054
C 1.01622 0.08971 7.20890 -0.035
N -1.67230 -0.74854 4.62543 0.145
N -1.99651 0.16023 3.67884 -0.001
C -3.37053 0.58239 3.55472 -0.091
C -4.19899 -0.09509 2.64758 -0.115
C -3.72638 -1.36996 1.93441 -0.362
C -3.47193 -1.12698 0.44872 -0.059
C -4.66063 -2.55884 2.17716 -0.052
C -5.48933 0.39645 2.45280 -0.025
C -5.95707 1.46369 3.22100 -0.056
C -5.15930 2.00878 4.22499 -0.029
C -3.85221 1.56771 4.42013 -0.123
C -3.02110 2.11438 5.58412 -0.353
C -1.62847 2.65059 5.23360 -0.055
C -2.92085 1.10951 6.73147 -0.061
C -0.95069 0.36109 2.74810 -0.251
C -1.06370 1.15743 1.61468 -0.039
C 2.39481 0.57904 2.95174 -0.119
C 1.95561 1.98177 3.37960 -0.358
C 1.92849 2.94162 2.19076 -0.056
C 2.80316 2.60324 4.49608 -0.048
C 3.73778 0.35905 2.66180 0.007
H 5.55555 0.32228 0.22294 0.076
H 6.98316 -0.72670 0.19752 0.079
H 5.39034 -1.39159 -0.21259 0.086
H 6.23767 -0.33993 2.54297 0.135
H 6.08566 -2.77131 3.22154 0.085
H 5.77274 -3.20367 1.52256 0.076
H 7.31919 -2.47341 1.98583 0.081
H 3.67988 -2.95609 1.91854 0.104
H 0.20844 -2.80240 2.92524 0.088
H 2.04143 -4.36681 3.29862 0.083
H 0.76817 -5.06210 2.29615 0.070
H 2.29006 -4.53133 1.53653 0.083
H -0.36549 -1.76033 0.85392 0.065
H 0.81943 -2.73591 -0.03578 0.088
H -0.59609 -3.52353 0.73657 0.084
H -1.90582 -2.83706 3.73408 0.094
H -2.67099 -2.30819 5.87468 0.057
H -3.82901 -3.50609 5.25315 0.078
H -2.57458 -3.97750 6.46497 0.094
H -1.21872 -5.10379 2.97731 0.064
H -2.10004 -5.81784 4.35107 0.087
H -2.95712 -4.85240 3.11893 0.064
H -0.08359 -5.57750 5.41783 0.122
H 2.05067 -5.23378 6.65028 0.113
H 2.94423 -2.91892 6.97831 0.110
H 1.58753 -0.00529 5.18029 0.091
H 3.88066 -0.67703 5.39216 0.086
H 3.57340 0.64741 6.52921 0.067
H 3.69522 -1.02476 7.13534 0.078
H -0.05006 0.09388 6.94461 0.059
H 1.12658 -0.48493 8.14293 0.095
H 1.32904 1.13181 7.37237 0.085
H -2.77138 -1.60178 2.42078 0.100
H -2.64416 -0.42097 0.31825 0.048
H -3.21284 -2.06247 -0.06640 0.084
H -4.36900 -0.69421 -0.01391 0.081
H -4.97853 -2.60568 3.22747 0.083
H -5.55630 -2.47664 1.54622 0.084
H -4.15580 -3.50669 1.94504 0.068
H -6.13619 -0.06935 1.71006 0.118
H -6.94802 1.88796 3.03986 0.111
H -5.53813 2.79763 4.87833 0.117
H -3.60833 2.96457 5.95120 0.126
H -1.61970 3.20411 4.28665 0.072
H -1.29232 3.32626 6.03493 0.089
H -0.89719 1.83278 5.17047 0.056
H -3.91066 0.79285 7.07508 0.088
H -2.38274 0.20927 6.41010 0.042
H -2.38323 1.56027 7.57391 0.085
H -2.01125 1.67684 1.46854 0.045
H -0.26372 1.11330 0.88642 0.038
H 0.93227 1.88901 3.76800 0.109
H 1.20172 2.61357 1.43904 0.047
H 1.64306 3.94907 2.52584 0.074
H 2.91840 2.98770 1.71544 0.089
H 2.83988 1.94880 5.37670 0.046
H 3.82920 2.78899 4.15089 0.083
H 2.35939 3.56294 4.80785 0.087
H 4.44063 1.20022 2.73099 0.127
C 0.38821 7.83704 2.27580 -0.027
C 0.16877 6.64574 1.39593 -0.235
C -0.59752 5.55513 1.83785 -0.015
C -0.79768 4.45017 1.03119 0.000
C -0.35689 4.44203 -0.32017 -0.201
C -0.72933 3.40553 -1.21849 0.142
C -0.92916 3.71540 -2.60160 -0.189
C -0.63677 2.80176 -3.66135 0.019
C -0.60495 3.23397 -4.98007 -0.015
C -0.90903 4.55759 -5.33497 -0.233
C -0.73368 5.05681 -6.74299 -0.029
C -1.38967 5.40776 -4.33167 -0.017
C -1.39561 5.01672 -3.00212 0.002
C 0.46611 5.53645 -0.73284 0.006
C 0.72621 6.59966 0.11453 -0.012
H 0.30733 8.75168 1.67733 0.093
H -0.37100 7.85788 3.06401 0.087
H 1.38290 7.82843 2.74505 0.103
H -1.04489 5.58471 2.83272 0.123
H -1.34445 3.58246 1.38714 0.083
H -0.83554 2.38919 -0.85138 0.123
H -0.38849 1.77265 -3.40419 0.127
H -0.29198 2.55402 -5.77396 0.126
H -0.50021 6.13075 -6.73886 0.090
H 0.08704 4.51805 -7.23627 0.091
H -1.63388 4.93030 -7.36234 0.101
H -1.70613 6.41679 -4.62037 0.130
H -1.73745 5.72937 -2.24792 0.130
H 0.87133 5.54366 -1.74326 0.127
H 1.33714 7.44126 -0.22268 0.130
```

Output
Spin multiplicity = 1
Total charge = +1
LUMO energy = -5.062 eV